Record 1
# ClH4NSi

A 2-piece molecular cluster, ClH4NSi overall at a distorted geometry (wB97M-V/def2-TZVPD, the Open Molecules 2025 dataset).

Positions of all 7 atoms, in Å:
N  1.45152  0.34002  0.15777
Si  -1.67415  -1.00853  0.03376
Cl  -2.60060  0.82489  -0.12557
H  1.99013  1.23682  0.16826
H  0.73247  0.16564  0.82639
H  2.05395  -0.40034  0.43523
H  -1.95332  -1.15851  -1.49584

Forces on the atoms, in the same order (eV/Å):
N 0.676 0.338 -0.855
Si -0.084 -0.093 -1.161
Cl -0.229 0.655 0.435
H -1.263 -1.145 0.558
H -0.706 1.334 0.688
H 1.223 -0.563 -0.308
H 0.383 -0.526 0.645

Output
2S+1: 1
Energy relative to the best compared isomer or geometry (same formula, charge and spin) in eV: 2.523
Molecular weight in Da: 81.58
Strongest force on any atom in eV/Å: 1.793
Calculated total energy in eV: -21954.3009
HOMO level in eV: -9.038
Kohn-Sham gap in eV: 8.29

Löwdin atomic charge list, values in e, 4 entries: number 1, N, carries 0.001; number 2, Si, carries 0.241; number 3, Cl, carries 0.010; number 4, H, carries 0.045



Record 2
# C16H22ClF4NOPS

A 2-piece molecular cluster, C16H22ClF4NOPS overall at a distorted geometry (wB97M-V/def2-TZVPD, the Open Molecules 2025 dataset).

Positions of all 47 atoms, in Å:
C  -4.20782  -2.20185  -1.90370
C  -3.65735  -0.84030  -1.25280
C  -4.55658  0.43454  -1.05311
C  -3.93412  1.70626  -0.38475
C  -2.44467  1.69704  0.06552
C  -1.50242  0.45419  -0.12932
C  0.01415  0.61013  0.33903
C  0.57842  -0.59437  1.22905
Cl  0.66373  -2.29169  0.54202
C  0.10861  -0.76251  2.74863
N  1.16916  -0.84235  3.55616
P  1.29950  -1.08308  5.31460
S  1.67960  -2.91348  5.85069
C  2.50685  -0.71053  2.88331
C  2.12995  -0.20244  1.41409
C  3.19596  -0.56656  0.28161
F  2.70021  -0.49930  -1.04479
F  3.82401  -1.84648  0.47908
C  4.37984  0.54740  0.36933
F  3.93314  1.73141  -0.31629
F  5.45738  0.03929  -0.43041
C  -2.15149  -0.80562  -0.80409
H  -5.30724  -2.10509  -2.24158
H  -3.53395  -2.60523  -2.73193
H  -4.20442  -2.99666  -1.06438
H  -5.64663  0.42757  -1.41039
H  -4.59500  2.63073  -0.22617
H  -2.03458  2.66535  0.53254
H  0.63651  0.85111  -0.58840
H  0.05012  1.55870  1.00229
H  -0.91908  -0.85665  3.22895
H  0.14521  -0.61233  6.04214
H  2.41185  -0.27996  5.79079
H  3.09066  0.10017  3.45587
H  3.16066  -1.65871  2.99039
H  2.13096  0.95299  1.49962
H  4.69152  0.77700  1.44156
H  -1.53848  -1.74164  -1.00388
C  0.92949  1.34373  -3.94810
C  -0.48222  0.90700  -3.60746
O  -1.32367  2.04304  -3.45654
H  1.33028  1.99253  -3.16406
H  1.58902  0.47982  -4.06232
H  0.94263  1.92109  -4.87684
H  -0.50257  0.35149  -2.66775
H  -0.89340  0.26741  -4.39498
H  -1.31373  2.52684  -4.29320

Forces on the atoms, in the same order (eV/Å):
C -0.120 0.256 1.205
C 1.288 2.704 1.073
C 3.875 -0.158 1.098
C 1.922 -3.354 -0.620
C -1.344 -2.367 -1.336
C -4.334 0.312 -0.908
C -2.365 0.059 -0.084
C 2.085 0.748 -0.177
Cl -0.813 0.931 0.476
C 1.821 -0.110 0.637
N -1.277 0.968 -1.945
P 0.613 -2.229 2.991
S -0.304 0.884 -0.789
C 1.540 0.462 -0.265
C -0.211 0.599 1.044
C 1.148 0.050 -0.685
F 0.655 -0.450 2.941
F -1.714 2.758 -0.315
C 0.440 -0.323 -2.719
F 0.736 -2.458 1.942
F -2.246 1.235 2.194
C -1.852 2.768 0.551
H 1.937 0.001 0.365
H -0.999 0.817 1.027
H -0.013 1.197 -1.316
H 1.914 0.015 0.663
H 1.288 -1.582 -0.270
H -0.616 -1.737 -0.801
H -0.369 -0.843 1.422
H -0.011 -1.548 -0.935
H 1.250 0.173 -1.114
H 0.387 0.384 -1.267
H -1.017 0.224 -1.132
H -0.945 -1.127 -0.858
H -1.532 1.213 -0.402
H 0.129 -1.786 -0.367
H -0.117 -0.139 -1.619
H -0.883 1.457 0.317
C 0.152 -0.104 0.062
C 0.100 0.360 -0.398
O -0.141 0.043 0.165
H -0.026 -0.080 -0.008
H 0.023 0.077 -0.048
H 0.019 -0.124 0.001
H -0.150 0.104 -0.071
H 0.113 -0.192 0.075
H -0.036 -0.088 0.202

Output
Charge: +1
2S+1: 1
Energy relative to the best compared isomer or geometry (same formula, charge and spin) in eV: 0.000
Molecular weight in Da: 418.84
Strongest force on any atom in eV/Å: 4.439
Calculated total energy in eV: -63989.0663
HOMO level in eV: -11.015
Kohn-Sham gap in eV: 5.38

Löwdin atomic charge list, values in e, 4 entries: number 1, C, carries -0.096; number 2, C, carries -0.186; number 3, C, carries -0.010; number 4, C, carries -0.049